No. 1
Formula: C30H80BF8N7O18S4
Source: the Open Molecules 2025 dataset
Level of theory: the ωB97M-V functional and the def2-TZVPD basis

Each line ends with the Löwdin charge.
Geometry (Å):
C (1.52, -20.80, -6.64)  -0.084
O (1.31, -21.43, -5.38)  -0.173
C (1.42, -20.48, -4.34)  -0.241
C (0.29, -19.55, -4.24)  -0.053
N (-1.14, -20.19, -3.94)  0.102
H (-1.17, -20.62, -3.02)  0.175
H (-1.79, -19.45, -3.70)  0.161
C (-1.76, -20.96, -5.10)  -0.041
C (-1.55, -22.49, -4.77)  -0.230
O (-1.60, -23.20, -5.96)  -0.179
C (-1.07, -24.53, -5.97)  -0.061
H (0.70, -20.18, -6.99)  0.084
H (1.66, -21.63, -7.33)  0.098
H (2.50, -20.32, -6.70)  0.104
H (2.34, -19.93, -4.55)  0.138
H (1.84, -20.79, -3.38)  0.145
H (0.28, -18.79, -5.03)  0.142
H (0.51, -19.02, -3.32)  0.134
H (-1.29, -20.85, -6.08)  0.123
H (-2.82, -20.76, -4.96)  0.132
H (-2.40, -22.71, -4.12)  0.127
H (-0.61, -22.70, -4.26)  0.124
H (-1.65, -25.09, -6.71)  0.086
H (-1.12, -24.98, -4.98)  0.099
H (-0.12, -24.69, -6.47)  0.086
C (-0.81, -4.05, -2.39)  -0.064
O (-0.46, -5.44, -2.17)  -0.223
C (-1.44, -6.48, -2.57)  -0.170
C (-0.85, -7.81, -2.94)  -0.075
N (0.15, -7.51, -4.06)  0.074
H (-0.30, -7.18, -4.90)  0.175
H (0.64, -6.69, -3.72)  0.146
C (1.20, -8.63, -4.33)  -0.019
C (1.94, -9.09, -3.00)  -0.156
O (2.47, -7.99, -2.24)  -0.187
C (3.73, -8.07, -1.72)  -0.119
H (-1.81, -3.79, -2.04)  0.091
H (-0.61, -3.77, -3.43)  0.086
H (-0.13, -3.44, -1.80)  0.093
H (-1.98, -6.13, -3.45)  0.121
H (-2.13, -6.36, -1.73)  0.141
H (-1.68, -8.33, -3.42)  0.144
H (-0.38, -8.32, -2.10)  0.133
H (1.87, -8.18, -5.07)  0.131
H (0.68, -9.42, -4.87)  0.134
H (2.69, -9.84, -3.26)  0.136
H (1.24, -9.67, -2.40)  0.112
H (3.79, -7.35, -0.90)  0.098
H (4.40, -7.64, -2.46)  0.096
H (4.09, -9.04, -1.37)  0.102
C (-4.43, -12.50, -13.30)  -0.043
O (-4.73, -13.95, -13.31)  -0.192
C (-4.43, -14.76, -12.20)  -0.238
C (-3.01, -15.22, -11.97)  -0.090
N (-2.43, -16.13, -13.04)  0.108
H (-2.93, -17.00, -12.98)  0.166
H (-2.49, -15.90, -14.02)  0.170
C (-0.90, -16.37, -12.70)  -0.046
C (-0.36, -17.61, -13.47)  -0.127
O (-0.77, -17.44, -14.86)  -0.223
C (-1.59, -18.38, -15.57)  -0.092
H (-4.95, -11.98, -12.50)  0.085
H (-4.87, -12.09, -14.21)  0.090
H (-3.37, -12.21, -13.30)  0.083
H (-5.21, -15.53, -12.19)  0.134
H (-4.72, -14.12, -11.37)  0.130
H (-2.97, -15.70, -10.99)  0.148
H (-2.47, -14.27, -11.96)  0.140
H (-0.79, -16.33, -11.62)  0.132
H (-0.24, -15.55, -12.96)  0.139
H (-0.86, -18.52, -13.14)  0.122
H (0.72, -17.64, -13.55)  0.142
H (-2.00, -18.08, -16.54)  0.091
H (-2.36, -18.86, -14.96)  0.083
H (-0.96, -19.14, -16.03)  0.088
C (-9.76, -10.71, -6.87)  -0.067
O (-10.43, -11.48, -5.85)  -0.181
C (-10.86, -12.70, -6.33)  -0.226
C (-11.65, -13.59, -5.30)  -0.017
N (-13.19, -13.44, -5.49)  0.039
H (-13.39, -13.64, -6.46)  0.162
H (-13.61, -14.29, -5.15)  0.164
C (-13.84, -12.16, -4.89)  -0.043
C (-15.31, -11.94, -5.25)  -0.194
O (-16.06, -11.19, -4.32)  -0.200
C (-17.42, -11.34, -4.30)  -0.106
H (-10.33, -10.65, -7.80)  0.089
H (-8.87, -11.21, -7.25)  0.087
H (-9.38, -9.78, -6.44)  0.101
H (-9.93, -13.27, -6.30)  0.135
H (-11.30, -12.66, -7.33)  0.132
H (-11.52, -13.29, -4.26)  0.143
H (-11.60, -14.66, -5.48)  0.137
H (-13.18, -11.32, -5.10)  0.136
H (-13.75, -12.42, -3.83)  0.138
H (-15.83, -12.86, -5.51)  0.134
H (-15.21, -11.12, -5.96)  0.137
H (-17.53, -12.20, -3.65)  0.099
H (-17.81, -11.50, -5.31)  0.096
H (-17.84, -10.44, -3.85)  0.105
C (-2.28, -14.97, 6.70)  -0.101
O (-2.34, -14.68, 5.33)  -0.190
C (-3.03, -15.75, 4.63)  -0.160
C (-3.52, -15.38, 3.21)  -0.049
N (-2.51, -15.61, 2.09)  0.059
H (-2.24, -16.58, 2.02)  0.173
H (-2.88, -15.51, 1.16)  0.173
C (-1.22, -14.82, 2.09)  -0.059
C (-1.48, -13.32, 2.44)  -0.139
O (-2.59, -12.88, 1.58)  -0.208
C (-3.32, -11.76, 2.10)  -0.109
H (-3.14, -15.48, 7.13)  0.098
H (-2.03, -14.04, 7.22)  0.095
H (-1.35, -15.52, 6.85)  0.096
H (-3.90, -16.13, 5.15)  0.131
H (-2.37, -16.61, 4.46)  0.137
H (-3.89, -14.38, 3.00)  0.125
H (-4.25, -16.12, 2.89)  0.142
H (-0.71, -15.08, 1.16)  0.140
H (-0.56, -15.16, 2.89)  0.135
H (-0.74, -12.72, 1.92)  0.130
H (-1.52, -13.11, 3.51)  0.122
H (-4.05, -11.48, 1.34)  0.091
H (-2.82, -10.83, 2.34)  0.086
H (-3.93, -11.89, 3.00)  0.084
N (-0.80, -20.53, 1.22)  -0.297
S (-1.24, -21.92, 1.42)  0.372
O (-1.59, -22.29, 2.80)  -0.307
O (-0.75, -22.96, 0.54)  -0.310
F (-2.73, -21.76, 0.82)  -0.236
S (0.68, -20.64, 2.08)  0.582
O (1.42, -21.87, 2.31)  -0.258
O (0.76, -19.68, 3.15)  -0.311
F (1.66, -19.81, 1.08)  -0.235
N (-4.31, -15.96, -2.96)  -0.284
S (-5.78, -16.21, -3.07)  0.465
O (-6.33, -16.93, -4.23)  -0.311
O (-6.72, -15.31, -2.26)  -0.347
F (-5.72, -17.40, -2.00)  -0.235
S (-4.30, -14.60, -3.89)  0.556
O (-4.74, -13.33, -3.40)  -0.275
O (-4.46, -14.86, -5.31)  -0.304
F (-2.62, -14.47, -3.91)  -0.265
B (3.22, -14.97, -8.09)  -1.495
F (1.86, -15.10, -7.81)  0.071
F (3.67, -13.79, -7.68)  0.161
F (3.91, -15.95, -7.44)  0.129
F (3.36, -15.04, -9.43)  0.134

Values from the calculation:
* energy relative to the best compared isomer or geometry (same formula, charge and spin): 14.5419 eV
* electronic energy: -145422.467 eV
* HOMO: -10.983 eV
* LUMO energy: -4.011 eV
* net charge: +2

---

No. 2
Formula: C12H11BCl4N2O
Source: the Open Molecules 2025 dataset
Level of theory: the ωB97M-V functional and the def2-TZVPD basis

Each line ends with the Löwdin charge.
Geometry (Å):
Cl (-3.57, 2.30, 0.38)  0.511
B (-2.21, 1.72, 1.46)  -1.861
Cl (-0.70, 2.80, 1.26)  0.482
Cl (-2.74, 1.69, 3.26)  0.509
O (-1.84, 0.30, 1.08)  -0.054
C (-0.98, -0.41, 1.68)  -0.076
C (-0.43, -1.57, 1.04)  -0.162
C (0.75, -2.21, 1.52)  0.011
C (1.24, -3.35, 0.90)  -0.083
C (0.59, -3.87, -0.23)  -0.663
Cl (1.12, -5.35, -0.92)  0.719
C (-0.52, -3.20, -0.77)  -0.077
C (-1.01, -2.06, -0.15)  0.023
H (-0.66, -0.11, 2.69)  0.124
H (1.29, -1.75, 2.35)  0.127
H (2.12, -3.87, 1.28)  0.110
H (-0.99, -3.59, -1.67)  0.113
H (-1.81, -1.49, -0.62)  0.134
N (-2.41, -1.45, 3.68)  0.004
C (-2.03, -1.23, 4.95)  -0.163
C (-2.87, -1.40, 6.06)  -0.015
C (-4.18, -1.89, 5.86)  -0.327
N (-5.05, -2.01, 6.89)  0.115
C (-4.54, -2.24, 4.54)  -0.013
C (-3.61, -2.03, 3.50)  -0.128
H (-1.00, -0.89, 5.09)  0.110
H (-2.50, -1.15, 7.06)  0.106
H (-6.00, -2.31, 6.76)  0.102
H (-4.82, -1.72, 7.83)  0.102
H (-5.52, -2.66, 4.31)  0.105
H (-3.85, -2.36, 2.49)  0.113

Values from the calculation:
* energy relative to the best compared isomer or geometry (same formula, charge and spin): 0.1971 eV
* electronic energy: -68420.039 eV
* HOMO: -8.916 eV
* LUMO energy: -1.523 eV
* net charge: 0

---

No. 3
Formula: C24H27N3O
Source: the Open Molecules 2025 dataset
Level of theory: the ωB97M-V functional and the def2-TZVPD basis

Each line ends with the Löwdin charge.
Geometry (Å):
C (2.82, 0.56, 1.21)  -0.395
N (1.94, -0.19, 1.38)  0.069
C (6.15, 0.96, -5.98)  -0.014
N (5.13, 1.12, -4.97)  -0.041
C (3.84, 1.43, -5.31)  -0.381
O (3.43, 1.63, -6.43)  0.103
C (3.05, 1.50, -3.98)  -0.146
C (1.91, 0.48, -3.93)  -0.089
C (0.88, 0.69, -5.01)  -0.237
C (0.59, -0.34, -5.92)  -0.041
C (-0.26, -0.10, -7.00)  -0.078
C (-0.91, 1.14, -7.11)  -0.088
C (-0.67, 2.15, -6.17)  -0.075
C (0.20, 1.91, -5.10)  -0.043
N (4.10, 1.25, -2.97)  0.014
C (3.82, 1.15, -1.65)  -0.033
C (4.70, 0.92, -0.64)  -0.103
C (4.37, 0.65, 0.67)  -0.147
C (5.33, 0.65, 1.69)  -0.210
C (5.11, 0.79, 3.07)  -0.027
C (6.08, 0.74, 4.07)  -0.034
C (7.44, 0.56, 3.73)  -0.283
C (8.46, 0.44, 4.85)  -0.060
C (7.78, 0.48, 2.35)  -0.038
C (6.75, 0.53, 1.38)  -0.008
C (5.44, 1.04, -3.55)  -0.470
C (5.98, -0.35, -3.19)  0.006
C (6.44, 2.16, -3.18)  0.009
H (5.67, 1.08, -6.96)  0.095
H (6.94, 1.72, -5.87)  0.093
H (6.61, -0.03, -5.92)  0.093
H (2.63, 2.53, -3.88)  0.164
H (2.36, -0.53, -4.03)  0.132
H (1.44, 0.54, -2.94)  0.125
H (1.10, -1.31, -5.80)  0.113
H (-0.45, -0.89, -7.73)  0.103
H (-1.57, 1.33, -7.96)  0.100
H (-1.17, 3.11, -6.24)  0.103
H (0.41, 2.68, -4.35)  0.114
H (2.78, 1.30, -1.42)  0.129
H (5.71, 0.95, -1.02)  0.062
H (3.17, 1.95, 1.19)  0.196
H (4.09, 0.95, 3.34)  0.096
H (5.80, 0.91, 5.14)  0.126
H (9.42, 0.23, 4.39)  0.068
H (8.50, 1.37, 5.43)  0.086
H (8.17, -0.39, 5.51)  0.086
H (8.90, 0.42, 2.14)  0.127
H (7.17, 0.50, 0.36)  0.099
H (5.32, -1.13, -3.62)  0.104
H (6.99, -0.45, -3.59)  0.086
H (6.02, -0.51, -2.11)  0.071
H (6.16, 3.09, -3.70)  0.103
H (6.48, 2.36, -2.10)  0.078
H (7.44, 1.83, -3.51)  0.088

Values from the calculation:
* energy relative to the best compared isomer or geometry (same formula, charge and spin): 5.5738 eV
* electronic energy: -31839.436 eV
* HOMO: -6.710 eV
* LUMO energy: -0.952 eV
* net charge: 0

---

No. 4
Formula: C15H31BF4P2Pt
Source: the Open Molecules 2025 dataset
Level of theory: the ωB97M-V functional and the def2-TZVPD basis

Each line ends with the Löwdin spin population.
Geometry (Å):
P (0.20, -1.49, 1.67)  0.200
P (-0.09, 1.60, 1.77)  0.127
C (-0.17, -0.61, 0.07)  0.017
C (0.37, 0.83, 0.14)  0.004
H (-1.26, -0.60, -0.03)  0.000
H (0.24, -1.15, -0.79)  0.004
H (1.46, 0.83, 0.09)  0.000
H (0.00, 1.44, -0.70)  0.002
C (-1.74, 2.34, 1.44)  0.024
H (-2.01, 2.98, 2.29)  0.001
H (-2.49, 1.55, 1.37)  0.001
H (-1.74, 2.94, 0.52)  0.004
C (0.99, 3.08, 1.86)  0.030
H (0.95, 3.67, 0.94)  0.006
H (2.02, 2.76, 2.04)  0.001
H (0.67, 3.69, 2.71)  0.001
C (-0.88, -2.97, 1.59)  0.039
H (-0.65, -3.69, 2.38)  0.001
H (-0.76, -3.45, 0.61)  0.009
H (-1.92, -2.65, 1.68)  0.001
C (1.86, -2.21, 1.38)  0.034
H (2.61, -1.41, 1.42)  0.002
H (1.92, -2.72, 0.42)  0.008
H (2.08, -2.91, 2.19)  0.000
Pt (0.00, 0.00, 3.38)  1.334
C (0.58, 1.76, -3.90)  0.209
C (-0.74, 1.80, -3.65)  0.211
C (-1.86, 0.98, -4.23)  0.038
C (-1.48, -0.34, -4.94)  0.030
C (-0.76, -1.31, -4.03)  0.177
C (0.54, -1.37, -3.74)  0.181
C (1.69, -0.51, -4.21)  0.036
C (1.34, 0.85, -4.84)  0.034
C (0.04, -1.49, 4.88)  0.496
H (1.20, 2.45, -3.33)  0.007
H (-1.07, 2.54, -2.92)  0.006
H (-2.44, 1.60, -4.93)  0.006
H (-2.56, 0.75, -3.41)  0.013
H (-2.42, -0.81, -5.28)  -0.001
H (-0.91, -0.13, -5.84)  0.012
H (-1.41, -2.04, -3.54)  0.006
H (0.84, -2.16, -3.05)  0.006
H (2.29, -1.09, -4.93)  0.004
H (2.35, -0.34, -3.35)  0.011
H (2.28, 1.34, -5.11)  0.000
H (0.80, 0.71, -5.78)  0.013
H (0.70, -1.19, 5.70)  0.055
H (0.36, -2.49, 4.54)  0.131
H (-0.97, -1.59, 5.29)  0.020
F (0.00, 0.00, 5.38)  0.383
B (0.00, 0.00, 6.79)  0.033
F (1.36, 0.18, 7.32)  0.010
F (-0.74, 1.18, 7.18)  0.022
F (-0.65, -1.13, 7.48)  0.003

Values from the calculation:
* energy relative to the best compared isomer or geometry (same formula, charge and spin): 4.5860 eV
* spin multiplicity: 5
* electronic energy: -49405.212 eV
* HOMO (spin up / spin down): -12.600 / -15.900 eV
* LUMO energy (spin up / spin down): -6.250 / -11.286 eV
* net charge: +2